C3H4N4O | ωB97M-V/def2-TZVPD

Each line ends with the Mulliken charge.
Geometry (Å):
C (-0.9118, 0.1216, -0.1526)  0.567
C (0.1433, 1.0734, -0.2219)  -0.358
C (1.4719, 0.7870, 0.1763)  -0.214
H (-2.7688, -1.4040, 0.4170)  0.352
H (-0.3142, 1.9890, -0.3892)  0.409
H (2.4248, 1.4938, 0.1500)  0.262
H (2.8047, -0.7970, 0.3623)  0.302
N (-2.0949, 0.5273, -0.0708)  -0.390
N (1.7621, -0.5215, -0.0389)  0.152
N (0.8757, -1.4996, -0.1304)  -0.486
N (-0.3856, -1.3196, -0.1832)  -0.199
O (-3.0072, -0.4503, 0.0813)  -0.398

Charge ... 0
HOMO level ... -8.2 eV
HOMO-LUMO gap ... 8.2 eV
SMILES string ... O/N=c1/cc[nH]nn1
E ... -410.78277 Ha

---

CH24O10 | ωB97M-V/def2-TZVPD

Each line ends with the Mulliken charge.
Geometry (Å):
O (8.8435, -20.9316, -7.7133)  -0.328
H (8.6955, -20.5131, -6.8621)  0.437
H (9.7990, -20.8816, -7.7914)  0.458
H (8.4281, -20.4100, -8.4039)  0.318
O (7.9939, -16.6324, -6.7644)  -0.378
H (7.3870, -16.1077, -6.2371)  0.476
H (8.8417, -16.1870, -6.8306)  0.462
H (8.1404, -17.4645, -6.3085)  0.412
O (9.6593, -20.2044, -11.9015)  -0.273
H (10.5401, -19.9591, -11.6090)  0.469
H (9.3724, -19.6940, -12.6623)  0.449
H (8.9966, -20.0858, -11.2171)  0.369
C (7.4470, -18.4146, -9.9423)  -0.274
O (7.6735, -19.8605, -10.0155)  -0.777
H (6.3955, -18.1357, -10.0103)  0.135
H (7.8408, -18.2025, -8.9483)  -0.128
H (8.0049, -17.8489, -10.6885)  0.354
O (3.0427, -18.4395, -9.9517)  -0.125
H (3.7385, -19.0291, -9.6611)  0.415
H (2.5961, -18.9202, -10.6486)  0.456
O (6.6866, -22.6029, -9.6006)  -0.591
H (7.5098, -23.0696, -9.4560)  0.309
H (6.9521, -21.7076, -9.8110)  0.319
O (6.1790, -15.1860, -11.4462)  -0.564
H (6.0038, -15.1501, -10.5059)  0.303
H (6.5591, -16.0533, -11.5865)  0.274
O (4.8162, -20.3043, -8.8672)  -0.691
H (5.0903, -19.9000, -8.0440)  0.348
H (5.5906, -20.2563, -9.4277)  0.277
O (5.0200, -19.7742, -13.0618)  -0.503
H (4.8029, -18.9808, -13.5512)  0.363
H (5.3001, -19.4574, -12.2030)  0.250
O (8.0925, -18.5575, -13.5398)  -0.652
H (7.2560, -18.1021, -13.4446)  0.277
H (8.6238, -17.9731, -14.0806)  0.353

Charge ... +3
Spin multiplicity ... 2
HOMO level (alpha / beta) ... -19.1 / -19.0 eV
HOMO-LUMO gap (alpha / beta) ... 7.7 / 3.1 eV
E ... -803.47068 Ha

---

C20H9Cl3N2O7PdS2 | ωB97M-V/def2-TZVPD

Each line ends with the Mulliken charge.
Geometry (Å):
Pd (0.0784, -0.0462, 0.5936)  0.602
Cl (5.3527, -2.5523, -4.1064)  -0.280
C (4.2790, -1.7209, -2.9995)  0.499
C (3.4411, -2.4466, -2.1789)  -0.912
C (2.5943, -1.7901, -1.3016)  0.744
Cl (1.6365, -2.7773, -0.2487)  -0.212
C (2.5238, -0.3762, -1.2078)  -0.408
O (1.7817, 0.3340, -0.4282)  -0.476
C (3.4363, 0.2953, -2.0674)  0.608
Cl (3.4669, 2.0333, -2.0020)  -0.238
C (4.2895, -0.3395, -2.9442)  -0.743
H (3.4389, -3.5269, -2.2046)  0.397
H (4.9487, 0.2407, -3.5738)  0.406
O (1.2761, 2.3573, 6.9326)  -0.723
C (2.1841, 2.1159, 6.1168)  0.423
O (3.4207, 2.2391, 6.2250)  -0.740
C (1.7056, 1.5773, 4.7424)  0.480
C (2.5849, 1.5051, 3.6696)  -0.838
C (2.1534, 1.0192, 2.4501)  -0.314
N (0.8999, 0.5937, 2.2845)  -0.409
C (0.0259, 0.6609, 3.3040)  0.591
C (0.3968, 1.1545, 4.5384)  -0.556
C (-1.3725, 0.1733, 2.9751)  0.324
O (-2.2475, 0.1923, 3.8207)  -0.721
O (-1.5178, -0.2535, 1.7587)  -0.562
H (3.6062, 1.8276, 3.8178)  0.462
H (2.7826, 0.9582, 1.5727)  0.606
H (-0.3280, 1.2167, 5.3372)  0.554
O (-1.1648, -2.2141, -2.8723)  -0.667
S (-1.8090, -1.7260, -1.6803)  1.061
O (-2.0524, -2.6598, -0.6173)  -0.630
N (-1.0757, -0.3339, -1.1476)  -0.080
C (-1.8601, 0.7522, -1.3577)  0.528
S (-1.4569, 2.3155, -1.0247)  -0.462
C (-3.1877, 0.4033, -1.9496)  0.114
C (-4.2369, 1.2544, -2.2645)  -0.685
C (-5.3966, 0.7020, -2.7847)  -0.478
C (-5.5089, -0.6738, -2.9922)  -0.420
C (-4.4580, -1.5232, -2.6814)  -0.733
C (-3.3164, -0.9490, -2.1558)  0.352
H (-4.1276, 2.3162, -2.0895)  0.411
H (-6.2327, 1.3457, -3.0294)  0.360
H (-6.4278, -1.0818, -3.3955)  0.360
H (-4.5266, -2.5923, -2.8336)  0.404

Charge ... -2
HOMO level ... -3.3 eV
HOMO-LUMO gap ... 7.3 eV
E ... -3708.77288 Ha

---

C7H8N2O | ωB97M-V/def2-TZVPD

Each line ends with the Mulliken charge.
Geometry (Å):
N (4.0333, 0.3714, -0.7995)  -0.534
C (2.9827, 0.1243, -0.3525)  0.119
C (1.6229, 0.0294, -0.1029)  0.329
C (0.4107, -0.0206, -0.0050)  -0.416
C (-1.0191, -0.1116, 0.0359)  0.836
C (-1.8581, -1.3994, -0.0440)  -0.693
C (-2.9094, -0.6302, -0.8934)  -0.528
C (-2.0485, 0.6302, -0.7901)  -0.336
N (-1.7940, 0.9916, 0.5794)  -0.591
H (-1.3601, -2.1925, -0.6121)  0.323
H (-2.1806, -1.7909, 0.9304)  0.270
H (-2.9770, -1.0136, -1.9177)  0.280
H (-3.9188, -0.5352, -0.4715)  0.285
H (-1.8766, 1.3718, -1.5703)  0.368
H (-2.5236, 0.6796, 1.2275)  0.298
O (5.3810, 1.0294, 1.8746)  -0.667
H (5.4940, 0.9922, 0.8838)  0.357
H (4.5414, 1.4742, 2.0275)  0.300

Charge ... 0
HOMO level ... -10.0 eV
HOMO-LUMO gap ... 10.3 eV
SMILES string ... N#CC#C[C@]12CC[C@H]1N2.O
E ... -456.14308 Ha

---

CH14O5 | ωB97M-V/def2-TZVPD

Each line ends with the Mulliken charge.
Geometry (Å):
C (-2.9018, 1.7089, 1.0414)  -0.823
H (-1.7907, 1.6323, 1.0512)  0.127
H (-3.2090, 2.1146, 0.0621)  0.228
H (-3.3992, 0.7631, 1.3998)  0.219
H (-3.0331, 2.4771, 1.8732)  0.251
H (1.3237, -2.3179, 2.1943)  0.328
H (-0.0074, -3.0872, 2.3615)  0.316
O (0.8527, -3.1340, 1.9406)  -0.634
H (1.1322, 1.8648, -1.0805)  0.353
H (2.7369, 1.8480, -1.0227)  0.280
O (2.0241, 1.4313, -0.5863)  -0.634
H (0.4137, -2.3029, -0.6071)  0.338
H (0.2477, -0.6952, -0.5336)  0.267
O (0.0221, -1.4801, -1.0546)  -0.623
H (-0.9153, -0.1192, -2.4691)  0.345
H (-1.1169, 0.4024, -3.9306)  0.289
O (-0.6777, 0.6270, -3.1108)  -0.625
H (3.3364, -0.4835, 1.3794)  0.320
H (2.1281, -0.2627, 0.3807)  0.324
O (2.8336, -0.9867, 0.7109)  -0.644

Charge ... 0
HOMO level ... -11.2 eV
HOMO-LUMO gap ... 11.5 eV
SMILES string ... C.O.O.O.O.O
E ... -422.64741 Ha

---

C27H35AlN8OP | ωB97M-V/def2-TZVPD

Each line ends with the Mulliken charge.
Geometry (Å):
Al (1.3456, 0.2558, 0.0215)  -1.543
C (2.3557, -2.2418, -1.3496)  -0.661
C (2.9033, -2.2054, 0.0657)  -0.562
N (2.9997, -0.8104, 0.5858)  0.032
C (4.2267, -0.0891, 0.1386)  -0.743
C (4.0426, 0.4030, -1.2787)  -0.652
N (2.7121, 1.0508, -1.3716)  -0.043
C (2.0727, 0.9344, -2.7027)  -0.639
C (1.5018, -0.4781, -2.9005)  -0.480
N (1.3320, -1.1708, -1.5911)  0.268
H (1.8978, -3.2160, -1.5286)  0.495
H (3.1450, -2.1340, -2.0879)  0.447
H (3.8846, -2.6823, 0.1014)  0.543
H (2.2438, -2.7483, 0.7374)  0.103
H (3.0542, -0.8615, 1.5986)  0.537
H (5.1006, -0.7351, 0.2322)  0.490
H (4.3556, 0.7537, 0.8178)  0.283
H (4.0909, -0.4011, -2.0065)  0.257
H (4.8325, 1.1070, -1.5445)  0.550
H (2.8228, 2.0420, -1.1737)  0.422
H (2.7793, 1.1907, -3.4929)  0.493
H (1.2684, 1.6690, -2.7251)  0.200
H (2.1349, -1.0851, -3.5477)  0.442
H (0.5239, -0.4103, -3.3771)  0.357
H (0.4292, -1.6332, -1.6231)  -0.381
O (2.5504, 1.2943, 2.3744)  -0.448
N (1.2781, 0.7867, 2.0794)  0.687
C (0.3567, 1.0475, 2.9297)  0.117
C (-1.0672, 0.7332, 2.8859)  0.421
C (-1.7715, 1.1900, 4.0028)  -1.166
C (-3.1455, 1.0121, 4.1038)  -0.951
C (-3.8226, 0.3819, 3.0772)  -0.804
C (-3.1295, -0.0867, 1.9629)  -0.578
C (-1.7575, 0.0790, 1.8534)  0.485
P (-0.8860, -0.7788, 0.5207)  1.750
C (-0.8922, -2.4940, 1.0809)  1.332
C (-1.9064, -3.3862, 0.7342)  -0.702
C (-1.9453, -4.6502, 1.3054)  -0.790
C (-0.9916, -5.0195, 2.2429)  -0.676
C (-0.0027, -4.1197, 2.6233)  -0.815
C (0.0448, -2.8625, 2.0450)  -0.799
C (-1.8599, -0.5840, -0.9825)  1.111
C (-1.8455, -1.5365, -2.0061)  -0.936
C (-2.5004, -1.2883, -3.2043)  -0.906
C (-3.1797, -0.0923, -3.3890)  -0.755
C (-3.1989, 0.8597, -2.3789)  -0.921
C (-2.5337, 0.6228, -1.1841)  -1.379
H (2.4959, 1.8310, 3.1833)  0.381
H (0.6581, 1.6100, 3.8154)  0.474
H (-1.2425, 1.6960, 4.7999)  0.456
H (-3.6743, 1.3660, 4.9764)  0.455
H (-4.8920, 0.2364, 3.1379)  0.499
H (-3.6763, -0.6023, 1.1830)  0.469
H (-2.6812, -3.0988, 0.0363)  0.448
H (-2.7312, -5.3377, 1.0269)  0.480
H (-1.0311, -6.0012, 2.6928)  0.442
H (0.7203, -4.3952, 3.3781)  0.491
H (0.7945, -2.1574, 2.3946)  0.515
H (-1.3685, -2.5010, -1.8674)  0.492
H (-2.5012, -2.0394, -3.9820)  0.508
H (-3.7107, 0.0911, -4.3126)  0.472
H (-3.7482, 1.7810, -2.5135)  0.583
H (-2.5664, 1.3669, -0.3982)  0.699
N (-1.3030, 4.7067, -2.0538)  -0.313
C (-0.6950, 5.1404, -0.9479)  0.518
N (-0.6588, 6.4309, -0.6703)  -0.348
N (-0.0961, 4.3176, -0.0711)  -0.781
C (0.1381, 3.0883, -0.2327)  1.134
N (0.4066, 1.9447, -0.2735)  0.597
H (-1.7717, 5.3359, -2.6875)  0.231
H (-1.4239, 3.7205, -2.2094)  0.133
H (-1.1111, 7.1260, -1.2430)  0.222
H (-0.1797, 6.7312, 0.1636)  0.249

Charge ... +3
HOMO level ... -16.7 eV
HOMO-LUMO gap ... 8.3 eV
E ... -2146.20391 Ha

---

C6H16BaCu2O5P | ωB97M-V/def2-TZVPD

Each line ends with the Mulliken charge.
Geometry (Å):
Cu (2.3989, -0.5906, 3.0218)  0.695
Cu (1.9563, -3.6839, 2.1465)  0.841
Ba (5.3588, -2.1609, 1.9773)  1.830
O (2.9165, -1.8385, 1.0851)  -0.818
H (2.8855, -1.8621, 0.1089)  0.297
C (1.4196, -0.1969, -3.0170)  -1.255
C (1.8190, -0.2839, -1.5704)  -0.133
O (1.3494, 0.8839, -0.9877)  -0.294
P (0.2641, 0.8815, 0.2825)  0.659
O (0.7436, 0.1593, 1.5282)  -0.293
O (-0.1116, 2.4986, 0.5047)  -0.367
C (-0.9744, 2.9970, 1.5969)  -0.180
C (-2.3552, 2.3106, 1.4915)  -1.019
O (-1.0413, 0.1491, -0.4101)  -0.163
C (-1.2614, -1.2244, -0.4780)  0.084
C (-2.7165, -1.3962, -0.5453)  -1.429
H (1.3689, -1.2412, -3.3252)  0.362
H (0.3621, 0.0494, -3.1132)  0.298
H (2.0725, 0.4269, -3.6274)  0.353
H (1.4479, -1.1499, -1.0223)  0.074
H (2.8739, -0.1037, -1.3634)  0.398
H (-0.6996, 2.8268, 2.6379)  0.191
H (-1.0214, 4.0855, 1.6288)  0.400
H (-2.2994, 1.2901, 1.8704)  0.272
H (-3.1123, 2.8946, 2.0148)  0.408
H (-2.7869, 2.2008, 0.4967)  0.259
H (-0.8398, -1.5930, -1.4132)  0.215
H (-0.7971, -1.7522, 0.3551)  0.165
H (-2.9819, -2.4319, -0.7574)  0.456
H (-3.2170, -1.1556, 0.3926)  0.350
H (-3.0213, -0.9890, -1.5093)  0.342

Charge ... +3
HOMO level ... -18.1 eV
HOMO-LUMO gap ... 4.7 eV
E ... -4261.13699 Ha

---

C18H31F5IN2O5PS | ωB97M-V/def2-TZVPD

Each line ends with the Mulliken charge.
Geometry (Å):
O (4.1624, 1.7915, 0.5368)  -0.634
P (4.0697, 1.4352, -0.9577)  0.204
C (2.5912, 2.2907, -1.8478)  1.261
C (2.4647, 1.5071, -3.2363)  -0.880
C (1.6341, 2.2264, -4.3933)  -0.134
O (0.5596, 1.6688, -4.7493)  -0.419
I (2.1799, 4.0256, -5.4732)  0.092
C (3.0508, 3.8324, -2.0055)  -1.518
N (3.4633, 4.4836, -0.7193)  0.111
C (2.4441, 4.4068, 0.3887)  -0.863
C (1.1008, 3.6752, -0.0871)  -0.906
C (1.3624, 2.2410, -0.8325)  -0.573
S (-0.2734, 1.6714, -1.4438)  1.169
O (-1.0954, 1.3852, -0.1880)  -0.683
O (-0.2687, 0.3563, -2.1915)  -0.607
C (-1.2846, 2.9344, -2.3798)  0.470
F (-2.0111, 2.1931, -3.3664)  -0.230
F (-0.5374, 3.9735, -2.9891)  -0.212
C (-2.4587, 3.6248, -1.4806)  0.629
F (-1.9776, 4.2586, -0.3235)  -0.190
F (-3.5065, 2.7152, -1.2344)  -0.180
F (-3.0190, 4.6291, -2.3329)  -0.247
H (3.7648, 0.0161, -1.0301)  0.172
H (5.2841, 1.6120, -1.7060)  0.194
H (2.1442, 0.4137, -3.0390)  0.381
H (3.5479, 1.4058, -3.6462)  0.663
H (2.2560, 4.5002, -2.4938)  0.368
H (3.9844, 3.8124, -2.6835)  0.399
H (3.5846, 5.4989, -0.9342)  0.464
H (4.3965, 4.1805, -0.3621)  0.453
H (2.2266, 5.4845, 0.7425)  0.408
H (2.8589, 3.8672, 1.3200)  0.307
H (0.4659, 3.5071, 0.8631)  0.474
H (0.5178, 4.4128, -0.7323)  0.341
H (1.6526, 1.5307, 0.0370)  0.733
C (-2.8412, -5.2365, 2.4771)  -1.698
C (-1.3934, -4.7492, 2.1809)  1.929
C (-0.8282, -3.9685, 3.3929)  -1.422
C (-1.4058, -2.5665, 3.5435)  -0.633
C (-1.2606, -1.7842, 2.2444)  -1.052
C (-1.8624, -2.5249, 1.0340)  1.944
N (-1.3858, -3.9408, 0.9220)  0.321
O (-0.1066, -3.9079, 0.4576)  -0.550
C (-3.4059, -2.4816, 1.1420)  -2.007
C (-1.5653, -1.7082, -0.2494)  -2.018
C (-0.5732, -6.0625, 2.0630)  -1.910
H (-3.2356, -4.8257, 3.4105)  0.338
H (-3.5394, -4.9867, 1.6773)  0.328
H (-2.9031, -6.3246, 2.5564)  0.486
H (0.2611, -3.8784, 3.2969)  0.392
H (-1.0037, -4.5308, 4.3150)  0.377
H (-2.4557, -2.6177, 3.8494)  0.308
H (-0.8797, -2.0397, 4.3447)  0.398
H (-1.7358, -0.8037, 2.3613)  0.342
H (-0.1956, -1.5863, 2.0721)  0.362
H (-3.8737, -3.0659, 0.3446)  0.384
H (-3.7742, -1.4558, 1.0438)  0.385
H (-3.7844, -2.8419, 2.0987)  0.453
H (-0.4969, -1.5344, -0.4000)  0.388
H (-2.0292, -0.7208, -0.1994)  0.358
H (-1.9598, -2.2118, -1.1375)  0.495
H (-0.9044, -6.6593, 1.2080)  0.461
H (-0.6965, -6.6715, 2.9617)  0.473
H (0.4998, -5.8817, 1.9596)  0.352

Charge ... +1
Spin multiplicity ... 2
HOMO level (alpha / beta) ... -10.2 / -10.9 eV
HOMO-LUMO gap (alpha / beta) ... 6.5 / 7.1 eV
E ... -2726.25034 Ha

---

Question: Which of these has the lowest charge?
Answer: C20H9Cl3N2O7PdS2